Entry 1:
{"formula": "C5H6O", "method": "wB97M-V/def2-TZVPD", "symbols": ["C", "C", "C", "C", "C", "O", "H", "H", "H", "H", "H", "H"], "coordinates": [[2.083, -0.931, -1.118], [1.037, -0.479, -0.654], [-0.115, -0.401, 0.282], [-1.370, -0.773, -0.497], [-0.062, 0.986, 0.894], [-1.052, 1.684, 0.980], [2.766, -1.525, -1.618], [0.243, -0.997, 1.112], [-2.239, -0.862, 0.182], [-1.496, -0.065, -1.356], [-1.168, -1.763, -0.881], [0.872, 1.331, 1.285]], "atomic_forces_ev_per_a": [[-3.6, 1.5, 1.2], [2.8, -1.9, -0.3], [1.3, 1.6, -1.1], [-0.2, 0.1, 0.6], [-2.8, 0.5, -0.3], [0.8, -0.3, 0.0], [1.2, -0.3, -0.7], [-0.6, -0.9, 0.3], [0.3, 0.4, -0.6], [-0.2, -0.6, 1.0], [-0.2, -0.2, -0.4], [1.1, 0.1, 0.3]], "homo_lumo_gap_ev": 10.57, "energy_ev": -7326.836, "smiles": "C#C[C@H](C)C=O", "lumo_ev": 0.78}

---

Entry 2:
{"formula": "C5H6O", "method": "wB97M-V/def2-TZVPD", "symbols": ["C", "C", "C", "C", "C", "O", "H", "H", "H", "H", "H", "H"], "coordinates": [[-1.974, -1.389, -0.262], [-1.108, -0.640, 0.108], [0.004, 0.241, 0.474], [1.334, -0.442, 0.100], [-0.128, 1.571, -0.273], [-0.333, 1.640, -1.458], [-2.734, -2.060, -0.595], [-0.012, 0.446, 1.552], [1.436, -1.375, 0.661], [1.329, -0.677, -0.968], [2.196, 0.196, 0.321], [-0.009, 2.490, 0.338]], "atomic_forces_ev_per_a": [[0.3, 0.3, 0.2], [-0.4, -0.4, -0.1], [0.0, -0.1, 0.0], [0.1, 0.0, 0.0], [-0.1, 0.0, -0.4], [0.1, 0.0, 0.5], [0.1, 0.1, 0.1], [-0.1, 0.0, -0.2], [0.0, 0.2, -0.1], [0.0, 0.1, 0.1], [-0.1, 0.0, 0.0], [0.0, -0.1, -0.1]], "homo_lumo_gap_ev": 10.70, "energy_ev": -7327.324, "smiles": "C#C[C@@H](C)C=O", "lumo_ev": 0.84}

---

Entry 3:
{"formula": "C5H6O", "method": "wB97M-V/def2-TZVPD", "symbols": ["C", "C", "C", "O", "C", "C", "H", "H", "H", "H", "H", "H"], "coordinates": [[-0.546, 1.069, -0.294], [-0.860, -0.408, -0.242], [0.500, -1.091, -0.430], [1.477, -0.092, -0.646], [0.805, 0.701, 0.336], [0.078, -0.651, 0.919], [-1.146, 1.643, 0.419], [-0.518, 1.558, -1.272], [-1.822, -0.873, -0.419], [0.699, -2.078, -0.825], [1.460, 1.507, 0.686], [-0.142, -1.290, 1.777]], "atomic_forces_ev_per_a": [[-0.1, 0.1, -0.1], [-0.3, -0.1, -0.2], [-0.1, -0.4, -0.3], [0.0, 0.0, -0.2], [0.0, 0.3, 0.2], [0.1, 0.0, 0.1], [0.0, -0.1, -0.1], [0.1, 0.0, 0.1], [0.2, -0.1, 0.0], [-0.2, 0.1, 0.0], [-0.2, -0.5, 0.5], [0.5, 0.7, 0.1]], "homo_lumo_gap_ev": 10.43, "energy_ev": -7326.159, "lumo_ev": 1.15}

---

Entry 4:
{"formula": "C5H6O", "method": "wB97M-V/def2-TZVPD", "symbols": ["C", "C", "C", "C", "C", "O", "H", "H", "H", "H", "H", "H"], "coordinates": [[1.420, 1.383, 0.263], [0.148, 0.536, 0.076], [0.260, -0.815, -0.174], [-0.995, -1.437, -0.169], [-2.081, -0.692, 0.071], [-1.089, 0.961, 0.168], [2.307, 0.731, 0.208], [1.467, 1.901, 1.227], [1.547, 2.144, -0.516], [1.179, -1.353, -0.308], [-1.161, -2.498, -0.318], [-3.002, -0.863, -0.526]], "atomic_forces_ev_per_a": [[-0.4, 0.0, 0.0], [-0.2, -0.7, -0.1], [0.4, -0.2, 0.1], [0.0, -0.2, 0.2], [1.5, 1.6, -0.5], [-0.9, -1.7, -0.3], [-0.5, 0.1, 0.0], [-0.3, -0.1, -0.1], [-0.3, -0.1, 0.1], [0.2, 0.0, 0.1], [0.1, -0.1, -0.1], [0.4, 1.3, 0.8]], "homo_lumo_gap_ev": 8.93, "energy_ev": -7326.489, "lumo_ev": 0.53}

---

Entry 5:
{"formula": "C5H6O", "method": "wB97M-V/def2-TZVPD", "symbols": ["C", "C", "C", "C", "C", "O", "H", "H", "H", "H", "H", "H"], "coordinates": [[0.711, 1.365, 1.296], [0.142, 1.337, 0.119], [-0.213, 0.218, -0.487], [-0.027, -1.031, 0.375], [-0.706, -0.003, -1.844], [-0.812, -1.123, -2.299], [1.762, 1.103, 1.334], [0.096, 1.301, 2.183], [-0.814, -1.086, 1.139], [-0.098, -1.873, -0.294], [0.930, -1.094, 0.921], [-0.971, 0.886, -2.443]], "atomic_forces_ev_per_a": [[0.1, 0.7, 0.2], [0.2, -1.0, 0.6], [0.0, -0.6, -0.1], [-0.2, -0.3, -0.4], [-0.1, -0.3, -0.3], [-0.1, 0.5, -0.2], [0.2, 0.5, 0.3], [0.2, 0.7, 0.4], [0.0, 0.0, -0.2], [-0.1, -0.6, 0.1], [-0.2, 0.4, -0.5], [0.1, 0.0, 0.0]], "homo_lumo_gap_ev": 9.49, "energy_ev": -7326.072, "smiles": "C=C=C(C)C=O", "lumo_ev": -0.07}

---

Entry 6:
{"formula": "C5H6O", "method": "wB97M-V/def2-TZVPD", "symbols": ["C", "C", "C", "C", "O", "C", "H", "H", "H", "H", "H", "H"], "coordinates": [[1.336, 0.127, -0.395], [0.442, 0.347, 0.798], [0.327, -0.926, -0.025], [-1.102, -0.468, -0.450], [-1.076, 0.820, -1.050], [-0.996, 0.716, 0.370], [1.141, 0.640, -1.328], [2.393, 0.052, -0.127], [0.851, 0.570, 1.780], [0.362, -1.995, 0.098], [-1.954, -1.116, -0.646], [-1.725, 1.234, 0.975]], "atomic_forces_ev_per_a": [[-0.1, 0.0, -0.2], [0.0, 0.1, 0.1], [-0.2, -0.1, -0.4], [-0.3, -0.1, 0.0], [0.0, 0.2, -0.2], [-0.2, 0.3, 0.3], [0.1, 0.2, 0.2], [-0.4, -0.5, -0.1], [-0.1, -0.3, -0.2], [0.9, 0.0, 0.6], [0.3, 0.1, 0.0], [-0.1, 0.1, -0.1]], "homo_lumo_gap_ev": 10.33, "energy_ev": -7325.760, "smiles": "C1[C@@H]2[C@H]1[C@@H]1O[C@H]21", "lumo_ev": 1.20}

---

Entry 7:
{"formula": "C5H6O", "method": "wB97M-V/def2-TZVPD", "symbols": ["C", "C", "C", "C", "C", "O", "H", "H", "H", "H", "H", "H"], "coordinates": [[-0.502, 1.701, 1.124], [0.450, 0.962, 1.086], [1.127, -0.254, 0.605], [-0.074, -0.921, -0.066], [-0.596, -0.270, -1.255], [0.020, -1.558, -1.321], [-1.411, 2.252, 1.048], [1.574, -0.861, 1.400], [1.906, -0.032, -0.133], [-0.774, -1.364, 0.645], [-0.014, 0.545, -1.689], [-1.671, -0.206, -1.423]], "atomic_forces_ev_per_a": [[0.4, -0.2, 0.1], [-0.6, 0.3, -0.1], [0.0, 0.0, 0.0], [-0.1, 0.0, 0.1], [-0.1, 0.2, -0.1], [0.2, -0.3, -0.1], [0.2, 0.3, 0.3], [-0.1, 0.1, -0.1], [-0.1, 0.0, 0.1], [0.1, 0.0, -0.2], [-0.1, -0.2, 0.1], [0.2, -0.3, -0.1]], "homo_lumo_gap_ev": 10.97, "energy_ev": -7325.972, "smiles": "C#CC[C@H]1CO1", "lumo_ev": 1.04}

---

Entry 8:
{"formula": "C5H6O2", "method": "wB97M-V/def2-TZVPD", "symbols": ["C", "C", "C", "C", "C", "O", "H", "H", "H", "H", "O", "H", "H"], "coordinates": [[-2.005, -0.540, -0.617], [-1.318, -0.948, 0.452], [-0.257, -0.545, 1.026], [0.859, 0.127, 1.303], [2.141, -0.281, 0.711], [3.180, 0.327, 0.850], [-1.862, -0.987, -1.598], [-2.792, 0.202, -0.540], [0.845, 1.019, 1.924], [2.084, -1.198, 0.084], [-0.611, 1.177, -1.214], [-0.197, 0.709, -1.947], [-0.067, 0.939, -0.434]], "atomic_forces_ev_per_a": [[-0.5, -0.7, 0.3], [0.3, 0.5, -0.2], [0.0, 0.0, 0.0], [-0.1, -0.3, 0.3], [0.3, 0.0, 0.1], [-0.4, -0.2, -0.1], [-0.1, -0.1, 0.2], [0.0, -0.2, 0.1], [0.0, -0.2, 0.1], [0.1, 0.1, 0.1], [0.5, 0.5, -0.4], [0.1, 0.2, -0.1], [-0.2, 0.3, -0.5]], "homo_lumo_gap_ev": [8.74, 8.74], "energy_ev": -9372.943, "smiles": "C=C=C=CC=O.O", "lumo_ev": [-0.56, -0.56]}

---

Entry 9:
{"formula": "C5H6O2", "method": "wB97M-V/def2-TZVPD", "symbols": ["C", "C", "C", "C", "H", "H", "H", "H", "O", "C", "O", "H", "H"], "coordinates": [[-1.767, 1.086, -0.231], [-0.618, 0.909, 0.096], [0.874, 0.695, 0.173], [1.715, 1.280, -0.725], [-2.763, 1.054, -0.579], [1.239, 0.573, 1.187], [2.552, 1.909, -0.476], [1.456, 1.366, -1.771], [0.758, -1.354, 0.498], [-0.363, -1.708, 0.094], [-1.308, -2.177, 0.884], [-0.652, -1.694, -0.959], [-1.125, -1.940, 1.808]], "atomic_forces_ev_per_a": [[0.8, -0.5, 0.3], [1.7, -0.9, -1.3], [-0.5, 4.2, 0.3], [-1.5, -0.1, -0.1], [-0.4, 0.3, 0.1], [-0.1, 0.4, -0.1], [0.9, -1.0, 0.5], [-0.6, 0.3, 0.0], [-2.8, -2.7, -0.7], [3.0, 0.1, 0.9], [-0.7, 0.1, 0.1], [-0.1, -0.1, 0.1], [0.3, -0.2, -0.2]], "homo_lumo_gap_ev": 9.18, "energy_ev": -9372.747, "smiles": "C#CC=C.O=CO", "lumo_ev": 0.76}

---

Entry 10:
{"formula": "C5H6O2", "method": "wB97M-V/def2-TZVPD", "symbols": ["C", "C", "C", "O", "C", "C", "O", "H", "H", "H", "H", "H", "H"], "coordinates": [[-0.013, 1.509, -0.322], [0.427, 0.250, -0.290], [1.859, -0.021, -0.530], [2.690, 0.815, -0.764], [-0.472, -0.927, -0.032], [-1.552, -0.611, 0.969], [-2.704, -0.912, 0.862], [-1.047, 1.767, -0.168], [0.678, 2.312, -0.518], [2.128, -1.095, -0.479], [-0.932, -1.273, -0.962], [0.114, -1.755, 0.379], [-1.176, -0.062, 1.855]], "atomic_forces_ev_per_a": [[0.3, -0.3, 0.0], [-0.5, 0.5, 0.1], [0.3, -0.2, 0.0], [0.1, 0.0, 0.0], [-0.1, 0.0, -0.3], [0.4, 0.1, 0.2], [-0.3, -0.1, -0.1], [-0.2, 0.0, 0.1], [0.1, 0.1, 0.0], [0.1, 0.0, 0.0], [0.0, -0.1, 0.1], [0.0, -0.1, 0.0], [-0.1, 0.0, 0.1]], "homo_lumo_gap_ev": 9.88, "energy_ev": -9375.762, "smiles": "C=C(C=O)CC=O", "lumo_ev": -0.26}

---

Entry 11:
{"formula": "C5H6O2", "method": "wB97M-V/def2-TZVPD", "symbols": ["C", "C", "O", "C", "O", "C", "C", "H", "H", "H", "H", "H", "H"], "coordinates": [[1.164, -1.022, 0.629], [0.583, 0.388, 0.629], [1.338, 1.479, 0.839], [-0.441, 0.817, -0.356], [-0.493, 2.057, -0.483], [-1.415, -0.047, -0.926], [-2.186, -0.793, -1.462], [1.558, -1.256, 1.623], [1.981, -1.127, -0.091], [0.381, -1.754, 0.389], [-0.376, 0.341, 1.291], [0.585, 2.199, 0.185], [-2.872, -1.445, -1.953]], "atomic_forces_ev_per_a": [[0.0, 0.2, 0.0], [-0.9, -0.3, 0.0], [-0.6, 0.8, -0.5], [-0.2, 0.5, -0.6], [-0.3, -0.4, -0.7], [-0.4, -0.4, -0.4], [0.2, 0.1, 0.1], [-0.1, 0.1, -0.2], [-0.1, 0.1, 0.0], [0.2, 0.2, 0.0], [0.7, -0.2, 0.8], [1.7, -0.8, 1.3], [0.0, 0.0, 0.1]], "homo_lumo_gap_ev": 9.17, "energy_ev": -9373.518, "lumo_ev": -0.37}

---

Entry 12:
{"formula": "C5H6O2", "method": "wB97M-V/def2-TZVPD", "symbols": ["O", "C", "C", "C", "O", "C", "C", "H", "H", "H", "H", "H", "H"], "coordinates": [[1.721, 0.862, 1.187], [0.365, 0.498, 1.084], [-0.123, 0.040, -0.344], [0.679, -0.946, -0.998], [1.786, -0.432, -1.372], [-1.558, 0.016, -0.444], [-2.771, 0.061, -0.496], [2.269, 0.077, 1.046], [0.102, -0.286, 1.815], [-0.214, 1.395, 1.324], [1.112, 0.622, -1.023], [0.471, -2.004, -1.205], [-3.837, 0.097, -0.574]], "atomic_forces_ev_per_a": [[0.0, -0.4, -0.1], [-0.3, -0.1, -0.1], [0.3, 0.3, 0.1], [0.2, 0.1, 0.0], [-0.5, -0.2, 0.2], [-1.1, 0.0, 0.0], [1.2, -0.1, 0.0], [-0.1, 0.2, 0.1], [0.1, 0.2, -0.1], [0.1, -0.2, -0.1], [-0.2, -0.2, 0.1], [0.1, 0.2, 0.0], [0.2, 0.0, 0.0]], "homo_lumo_gap_ev": 8.40, "energy_ev": -9371.726, "lumo_ev": -0.11}

---

Please write out number 2 again, unchanged.
{"formula": "C5H6O", "method": "wB97M-V/def2-TZVPD", "symbols": ["C", "C", "C", "C", "C", "O", "H", "H", "H", "H", "H", "H"], "coordinates": [[-1.974, -1.389, -0.262], [-1.108, -0.640, 0.108], [0.004, 0.241, 0.474], [1.334, -0.442, 0.100], [-0.128, 1.571, -0.273], [-0.333, 1.640, -1.458], [-2.734, -2.060, -0.595], [-0.012, 0.446, 1.552], [1.436, -1.375, 0.661], [1.329, -0.677, -0.968], [2.196, 0.196, 0.321], [-0.009, 2.490, 0.338]], "atomic_forces_ev_per_a": [[0.3, 0.3, 0.2], [-0.4, -0.4, -0.1], [0.0, -0.1, 0.0], [0.1, 0.0, 0.0], [-0.1, 0.0, -0.4], [0.1, 0.0, 0.5], [0.1, 0.1, 0.1], [-0.1, 0.0, -0.2], [0.0, 0.2, -0.1], [0.0, 0.1, 0.1], [-0.1, 0.0, 0.0], [0.0, -0.1, -0.1]], "homo_lumo_gap_ev": 10.70, "energy_ev": -7327.324, "smiles": "C#C[C@@H](C)C=O", "lumo_ev": 0.84}